Formula: C3H4N2O
Source: the Open Molecules 2025 dataset
Level of theory: the ωB97M-V functional and the def2-TZVPD basis

The calculation puts the HOMO-LUMO gap at 9.321 eV. The calculated total energy is -301.339242 a.u. As for the charge: 0.

Atoms and positions in Å:
N: -0.369 0.522 1.663
H: -0.323 -0.205 2.355
N: 0.465 1.276 -0.417
C: 0.211 0.356 0.468
O: 1.460 -0.726 -1.235
H: -0.274 -1.733 -0.310
H: -0.534 1.473 1.951
C: 0.472 0.185 -1.363
H: -0.088 0.272 -2.297
C: 0.451 -0.944 -0.204

Just the natural (NBO) charges please, in e? Sure, here they are: -0.775, 0.401, -0.577, 0.433, -0.446, 0.212, 0.408, 0.313, 0.197, -0.165

---

Formula: C3H4N2O
Source: the Open Molecules 2025 dataset
Level of theory: the ωB97M-V functional and the def2-TZVPD basis

The calculation puts the HOMO-LUMO gap (spin up / spin down) at 8.276 / 8.275 eV. The calculated total energy is -301.363616 a.u. As for the charge: 0.

Atoms and positions in Å:
H: 0.892 -0.067 -2.013
H: -2.014 -0.216 -1.161
H: 0.930 1.281 2.439
C: -0.246 -0.150 -0.155
C: 0.843 0.334 1.909
H: -1.829 -1.401 -0.029
O: 1.897 0.747 -0.441
C: 0.927 0.206 -0.946
N: -0.052 0.095 1.105
N: -1.346 -0.829 -0.708

Just the natural (NBO) charges please, in e? Sure, here they are: 0.140, 0.375, 0.192, 0.128, 0.123, 0.380, -0.539, 0.339, -0.315, -0.823

---

Formula: C3H4N2O
Source: the Open Molecules 2025 dataset
Level of theory: the ωB97M-V functional and the def2-TZVPD basis

The calculation puts the HOMO-LUMO gap at 12.002 eV. The calculated total energy is -301.379911 a.u. As for the charge: 0.

Atoms and positions in Å:
C: -0.332 0.971 0.110
H: -1.742 -0.407 -0.855
H: 0.981 2.323 0.149
O: -1.567 1.460 0.245
N: 0.874 1.312 0.058
N: 1.117 -2.688 -0.323
C: -1.376 -0.012 0.089
H: 2.039 -0.661 -0.205
C: 1.633 -1.656 -0.267
H: -1.611 -0.586 0.981

Just the natural (NBO) charges please, in e? Sure, here they are: 0.549, 0.211, 0.368, -0.455, -0.718, -0.342, -0.154, 0.261, 0.069, 0.211

---

Formula: C3H4N2O
Source: the Open Molecules 2025 dataset
Level of theory: the ωB97M-V functional and the def2-TZVPD basis

The calculation puts the HOMO-LUMO gap at 11.223 eV. The calculated total energy is -301.403423 a.u. As for the charge: 0.

Atoms and positions in Å:
N: 0.498 1.236 -0.142
H: -2.088 -0.769 -0.562
O: 0.691 -0.894 -0.094
N: 1.863 0.835 0.025
C: -0.184 0.131 -0.127
H: 2.645 -1.113 0.106
H: -1.944 -0.059 1.079
H: -1.858 0.992 -0.173
C: 1.952 -0.386 -0.064
C: -1.575 0.027 -0.049

Just the natural (NBO) charges please, in e? Sure, here they are: -0.304, 0.248, -0.437, -0.286, 0.468, 0.200, 0.241, 0.258, 0.292, -0.679

---

Formula: C3H4N2O
Source: the Open Molecules 2025 dataset
Level of theory: the ωB97M-V functional and the def2-TZVPD basis

The calculation puts the HOMO-LUMO gap at 11.724 eV. The calculated total energy is -301.423699 a.u. As for the charge: 0.

Atoms and positions in Å:
O: 0.446 0.359 -0.124
N: 2.565 -1.941 -0.548
H: -2.128 2.114 0.094
N: -1.657 1.238 0.326
H: -0.112 2.094 -0.821
H: -0.582 -1.476 -0.204
H: 0.181 -1.102 1.368
C: 0.269 -0.985 0.283
C: -0.517 1.285 -0.208
C: 1.534 -1.586 -0.168

Just the natural (NBO) charges please, in e? Sure, here they are: -0.498, -0.288, 0.355, -0.696, 0.158, 0.233, 0.230, -0.165, 0.415, 0.256

---

Formula: C3H4N2O
Source: the Open Molecules 2025 dataset
Level of theory: the ωB97M-V functional and the def2-TZVPD basis

The calculation puts the HOMO-LUMO gap at 10.759 eV. The calculated total energy is -301.395522 a.u. As for the charge: 0.

Atoms and positions in Å:
H: 1.683 -0.518 1.071
C: 1.493 -0.158 0.011
N: -2.227 0.329 0.036
H: -0.920 1.926 -0.190
C: -0.981 0.886 -0.018
N: -2.096 -0.916 0.008
H: 1.924 -0.909 -0.635
C: -0.077 -0.152 -0.077
H: 1.920 0.810 -0.149
O: -0.718 -1.297 -0.058

Just the natural (NBO) charges please, in e? Sure, here they are: 0.236, -0.649, -0.174, 0.225, -0.212, 0.073, 0.235, 0.331, 0.233, -0.298

---

Formula: C3H4N2O
Source: the Open Molecules 2025 dataset
Level of theory: the ωB97M-V functional and the def2-TZVPD basis

The calculation puts the HOMO-LUMO gap at 8.326 eV. The calculated total energy is -301.279473 a.u. As for the charge: 0.

Atoms and positions in Å:
O: 0.045 -1.182 0.096
H: -1.039 1.085 0.026
N: -3.053 0.496 0.696
C: 1.275 -0.576 0.273
C: -1.998 0.527 0.211
H: 2.000 -1.295 0.661
H: -0.331 0.015 -1.440
H: 2.345 0.974 0.255
N: 1.404 0.650 0.051
C: -0.855 -0.674 -0.752

Just the natural (NBO) charges please, in e? Sure, here they are: -0.493, 0.279, -0.269, 0.392, -0.035, 0.177, 0.121, 0.372, -0.671, 0.126

---

Formula: C3H4N2O
Source: the Open Molecules 2025 dataset
Level of theory: the ωB97M-V functional and the def2-TZVPD basis

The calculation puts the HOMO-LUMO gap at 10.067 eV. The calculated total energy is -301.367208 a.u. As for the charge: 0.

Atoms and positions in Å:
N: 1.026 -0.610 -0.689
C: 1.174 0.574 0.022
C: -0.206 0.712 0.445
H: 0.533 0.177 1.269
N: -1.081 -0.265 -0.086
H: 1.810 -1.114 -1.078
C: -0.280 -1.032 -0.749
O: -0.740 1.848 0.960
H: -0.579 -1.929 -1.283
H: -1.657 1.639 1.189

Just the natural (NBO) charges please, in e? Sure, here they are: -0.586, -0.067, 0.187, 0.257, -0.483, 0.417, 0.237, -0.653, 0.203, 0.488

---

Formula: C3H4N2O
Source: the Open Molecules 2025 dataset
Level of theory: the ωB97M-V functional and the def2-TZVPD basis

The calculation puts the HOMO-LUMO gap at 8.319 eV. The calculated total energy is -301.368333 a.u. As for the charge: 0.

Atoms and positions in Å:
H: -2.013 0.133 -0.906
N: 0.267 1.073 0.870
C: -1.454 -0.167 -0.023
H: -1.903 -1.020 0.483
H: 2.509 0.876 0.524
C: -1.034 0.905 0.834
O: 2.194 0.153 -0.048
H: 0.457 -1.403 -1.200
C: 0.872 0.141 0.049
N: 0.104 -0.691 -0.582

Just the natural (NBO) charges please, in e? Sure, here they are: 0.242, -0.628, -0.309, 0.242, 0.513, 0.077, -0.639, 0.415, 0.728, -0.642

---

Formula: C3H4N2O
Source: the Open Molecules 2025 dataset
Level of theory: the ωB97M-V functional and the def2-TZVPD basis

The calculation puts the HOMO-LUMO gap at 9.033 eV. The calculated total energy is -301.384269 a.u. As for the charge: 0.

Atoms and positions in Å:
C: 0.408 0.725 -0.871
H: 0.371 1.043 2.803
C: 0.259 -1.196 -2.322
N: 0.745 1.109 0.179
N: -0.217 0.360 2.224
H: -1.251 0.336 2.550
H: 0.197 -0.605 2.369
C: -0.125 -0.016 -1.941
H: -0.970 0.494 -2.371
O: 0.583 -2.249 -2.620

Just the natural (NBO) charges please, in e? Sure, here they are: 0.244, 0.374, 0.782, -0.281, -1.070, 0.362, 0.360, -0.666, 0.295, -0.399

---

Formula: C3H4N2O
Source: the Open Molecules 2025 dataset
Level of theory: the ωB97M-V functional and the def2-TZVPD basis

The calculation puts the HOMO-LUMO gap at 9.785 eV. The calculated total energy is -301.377716 a.u. As for the charge: 0.

Atoms and positions in Å:
H: -2.180 -0.927 0.106
N: 0.699 1.726 -0.241
O: 2.635 0.757 0.748
N: 0.238 -1.670 -0.476
H: -1.599 0.670 0.982
H: 0.156 -2.634 -0.193
C: 1.708 1.205 0.194
H: 0.425 1.728 -1.211
C: -1.534 -0.006 0.138
C: -0.548 -0.849 -0.047

Just the natural (NBO) charges please, in e? Sure, here they are: 0.268, -0.786, -0.502, -0.694, 0.256, 0.400, 0.866, 0.428, -0.701, 0.465

---

Formula: C3H4N2O
Source: the Open Molecules 2025 dataset
Level of theory: the ωB97M-V functional and the def2-TZVPD basis

The calculation puts the HOMO-LUMO gap at 11.486 eV. The calculated total energy is -301.387107 a.u. As for the charge: 0.

Atoms and positions in Å:
N: -1.197 -2.652 -1.708
C: -0.364 -0.727 -0.202
C: -1.000 0.621 -0.205
O: -1.334 -0.364 0.736
H: -0.524 1.555 0.187
C: -0.829 -1.825 -1.025
H: 1.423 -1.563 0.494
N: 1.066 -0.753 0.048
H: -1.746 1.059 -0.876
H: 1.433 -0.115 0.667

Just the natural (NBO) charges please, in e? Sure, here they are: -0.272, 0.256, -0.095, -0.456, 0.184, 0.248, 0.369, -0.803, 0.196, 0.373

---

Formula: C3H4N2O
Source: the Open Molecules 2025 dataset
Level of theory: the ωB97M-V functional and the def2-TZVPD basis

The calculation puts the HOMO-LUMO gap (spin up / spin down) at 8.315 / 7.739 eV. The calculated total energy is -301.279702 a.u. As for the charge: 0.

Atoms and positions in Å:
H: 1.973 -0.364 -0.035
C: 1.304 1.647 0.102
H: 0.698 2.480 -0.182
N: -1.121 0.561 -0.231
C: 1.179 0.362 -0.123
N: -0.077 -0.201 -0.292
C: -2.299 -0.036 0.046
H: -0.199 -1.211 -0.073
O: -3.377 0.501 0.030
H: -2.189 -1.128 0.324

Just the natural (NBO) charges please, in e? Sure, here they are: 0.220, -0.049, 0.194, -0.263, -0.185, -0.289, 0.457, 0.367, -0.506, 0.054

---

Formula: C3H4N2O
Source: the Open Molecules 2025 dataset
Level of theory: the ωB97M-V functional and the def2-TZVPD basis

The calculation puts the HOMO-LUMO gap at 9.378 eV. The calculated total energy is -301.396557 a.u. As for the charge: 0.

Atoms and positions in Å:
H: -1.959 0.930 -0.397
H: -0.355 -1.613 0.263
C: 2.239 -0.037 -0.042
N: 1.203 0.430 0.321
H: -0.025 1.969 0.308
N: 0.072 1.055 -0.126
O: 3.281 -0.549 -0.081
H: -2.148 -1.495 -0.103
C: -1.202 -1.000 0.007
C: -1.105 0.310 -0.150

Just the natural (NBO) charges please, in e? Sure, here they are: 0.204, 0.206, 0.840, -0.406, 0.384, -0.419, -0.509, 0.212, -0.496, -0.014

---

Formula: C3H4N2O
Source: the Open Molecules 2025 dataset
Level of theory: the ωB97M-V functional and the def2-TZVPD basis

The calculation puts the HOMO-LUMO gap at 9.112 eV. The calculated total energy is -301.296359 a.u. As for the charge: 0.

Atoms and positions in Å:
C: 0.511 -0.695 0.605
N: 0.159 1.757 0.277
H: -0.944 -2.304 -0.132
H: -0.325 2.402 -0.322
O: 0.010 -1.199 -1.664
C: 0.111 0.441 0.014
N: -0.755 -0.060 -1.065
H: 1.067 -0.965 1.485
H: 0.478 2.066 1.180
C: -0.311 -1.443 -0.377

Just the natural (NBO) charges please, in e? Sure, here they are: -0.484, -0.789, 0.194, 0.407, -0.361, 0.362, -0.222, 0.227, 0.403, 0.263

---

Formula: C3H4N2O
Source: the Open Molecules 2025 dataset
Level of theory: the ωB97M-V functional and the def2-TZVPD basis

The calculation puts the HOMO-LUMO gap at 9.522 eV. The calculated total energy is -301.453384 a.u. As for the charge: 0.

Atoms and positions in Å:
H: -1.196 2.427 0.079
C: 0.722 -1.106 0.142
N: -0.094 -0.348 1.021
H: -0.900 -0.940 1.212
C: -0.425 0.760 0.251
C: 0.724 -0.466 -1.047
N: 0.025 0.741 -0.959
H: 1.107 -0.810 -1.996
O: -1.103 1.777 0.796
H: 1.141 -2.033 0.501

Just the natural (NBO) charges please, in e? Sure, here they are: 0.501, -0.120, -0.604, 0.410, 0.639, -0.075, -0.532, 0.212, -0.648, 0.217

---

Formula: C3H4N2O
Source: the Open Molecules 2025 dataset
Level of theory: the ωB97M-V functional and the def2-TZVPD basis

The calculation puts the HOMO-LUMO gap at 8.385 eV. The calculated total energy is -301.320418 a.u. As for the charge: 0.

Atoms and positions in Å:
C: -0.412 -0.650 0.163
N: 0.224 0.331 1.032
H: -1.506 -0.427 0.275
C: 0.002 1.236 -0.883
H: 0.315 0.306 2.039
H: 0.080 2.079 -1.558
C: -0.371 -0.090 -1.201
H: 0.002 -2.422 -0.348
N: 0.346 1.454 0.406
O: -0.106 -1.954 0.491

Just the natural (NBO) charges please, in e? Sure, here they are: 0.075, -0.318, 0.243, -0.229, 0.410, 0.211, -0.125, 0.498, -0.078, -0.689

---

Formula: C3H4N2O
Source: the Open Molecules 2025 dataset
Level of theory: the ωB97M-V functional and the def2-TZVPD basis

The calculation puts the HOMO-LUMO gap at 8.112 eV. The calculated total energy is -301.265669 a.u. As for the charge: 0.

Atoms and positions in Å:
H: 1.119 -1.370 -1.521
H: -1.854 0.759 1.182
C: 0.073 -0.088 1.041
N: 0.637 -1.176 0.420
C: -0.116 1.129 0.172
O: -1.450 0.133 0.564
N: 0.725 -0.729 -0.840
H: 0.470 0.940 -2.061
H: 0.068 -0.099 2.126
C: 0.330 0.500 -1.082

Just the natural (NBO) charges please, in e? Sure, here they are: 0.416, 0.506, 0.114, -0.393, -0.180, -0.595, -0.221, 0.211, 0.200, -0.057

---

Formula: C3H4N2O
Source: the Open Molecules 2025 dataset
Level of theory: the ωB97M-V functional and the def2-TZVPD basis

The calculation puts the HOMO-LUMO gap at 9.656 eV. The calculated total energy is -301.428816 a.u. As for the charge: 0.

Atoms and positions in Å:
H: 2.519 0.583 0.123
C: -0.121 -1.175 -0.168
C: -0.787 0.970 0.134
N: 0.508 0.966 0.111
H: -2.419 -0.149 0.049
C: 0.950 -0.310 -0.059
O: 2.315 -0.365 -0.043
H: -1.287 1.914 0.270
N: -1.373 -0.219 -0.015
H: -0.306 -2.215 -0.402

Just the natural (NBO) charges please, in e? Sure, here they are: 0.500, -0.198, 0.224, -0.557, 0.434, 0.405, -0.660, 0.194, -0.572, 0.230

---

Formula: C3H4N2O
Source: the Open Molecules 2025 dataset
Level of theory: the ωB97M-V functional and the def2-TZVPD basis

The calculation puts the HOMO-LUMO gap (spin up / spin down) at 6.292 / 8.167 eV. The multiplicity is 3. The calculated total energy is -301.216765 a.u. As for the charge: 0.

Atoms and positions in Å:
C: 0.142 0.605 1.032
N: 0.036 -0.586 -0.471
H: -0.673 1.553 -0.590
H: -0.758 -1.469 -2.237
O: 0.623 -2.522 -1.428
C: -0.041 -1.529 -1.413
H: 1.587 -1.231 0.964
H: -0.001 1.292 1.802
C: 0.709 -0.624 0.754
N: -0.704 0.620 -0.108

Just the natural (NBO) charges please, in e? Sure, here they are: -0.078, -0.252, 0.381, 0.128, -0.578, 0.476, 0.223, 0.189, -0.067, -0.421